Record 1
Density functional theory data (ωB97M-V/def2-TZVPD) for C8H8BrI as an isolated structure.

Element x y z (Å)
C: 2.31 0.40 1.51
C: 1.65 1.50 1.12
C: 1.76 -0.84 1.52
C: 0.31 1.43 0.73
C: 0.43 -0.98 1.07
C: -0.18 0.13 0.61
C: -2.13 -0.33 -1.75
C: -2.45 -0.43 -0.31
Br: -2.97 -2.08 0.46
I: -3.69 1.23 0.14
H: 3.41 0.54 1.87
H: 2.21 2.40 1.10
H: 2.49 -1.55 1.92
H: -0.30 2.21 0.32
H: -0.27 -1.91 1.12
H: -2.95 -0.48 -2.51
H: -1.83 0.73 -1.80
H: -1.24 -0.91 -2.06

Summary:
- E (hartree) = -3181.190448
- energy relative to the best compared isomer or geometry (same formula, charge and spin) (kJ/mol) = 320.0
- orbital gap (spin up / spin down) (eV) = 8.1 / 8.1

Per-atom Mulliken charges, elementary charge units: -0.21 -0.42 -0.35 -0.62 -0.23 0.63 -0.95 -0.14 -0.06 0.11 0.22 0.38 0.29 0.34 0.02 0.32 0.35 0.31

---

Record 2
Density functional theory data (ωB97M-V/def2-TZVPD) for a 3-piece molecular cluster, C22H41ClFINO6S3 overall.

Element x y z (Å)
C: -1.34 -3.88 2.44
C: -0.07 -3.18 1.67
Cl: 0.65 -4.45 0.54
C: -0.39 -1.73 0.98
C: -0.88 -1.79 -0.58
C: 0.12 -1.01 -1.67
C: 1.58 -1.70 -2.00
C: 2.86 -0.71 -1.67
C: 3.21 -0.54 -0.08
I: 3.77 -2.43 0.92
C: -0.98 -1.09 -2.93
N: -2.29 -1.18 -2.46
C: -2.38 -1.14 -0.92
C: -3.44 -2.21 -0.26
C: -4.13 -1.70 1.15
C: -4.76 -2.98 2.03
F: -4.85 -4.24 1.23
S: -2.65 0.69 -0.59
C: -4.40 1.13 -1.24
O: -2.58 1.11 0.90
O: -1.68 1.64 -1.36
H: -2.16 -4.33 1.74
H: -0.89 -4.80 3.06
H: -1.74 -3.13 3.25
H: 0.76 -2.98 2.51
H: -1.20 -1.19 1.65
H: 0.61 -1.08 1.05
H: -1.00 -2.84 -1.11
H: 0.42 0.10 -1.43
H: 1.60 -1.95 -3.16
H: 1.77 -2.71 -1.44
H: 2.70 0.38 -2.11
H: 3.80 -1.18 -2.21
H: 2.40 0.05 0.53
H: 4.19 0.13 -0.03
H: -0.68 -1.07 -4.07
H: -3.17 -1.28 -3.04
H: -2.84 -3.20 0.01
H: -4.26 -2.55 -1.05
H: -3.37 -1.17 1.89
H: -5.05 -1.03 0.86
H: -5.85 -2.77 2.42
H: -4.10 -3.16 3.00
H: -5.07 0.18 -1.40
H: -4.91 1.97 -0.57
H: -4.26 1.63 -2.31
C: 5.53 0.69 5.90
C: 5.51 -0.71 5.30
C: 4.15 -0.91 4.64
S: 3.59 0.72 4.15
O: 2.42 1.06 4.92
O: 3.63 0.82 2.70
C: 4.98 1.61 4.82
H: 6.54 0.99 6.20
H: 4.89 0.73 6.79
H: 6.30 -0.80 4.55
H: 5.69 -1.48 6.07
H: 4.21 -1.55 3.76
H: 3.41 -1.32 5.34
H: 4.66 2.58 5.20
H: 5.71 1.75 4.01
C: -1.82 5.21 -4.15
C: -1.48 3.88 -3.48
C: -0.84 2.98 -4.53
S: -0.06 4.08 -5.71
O: -0.73 3.94 -6.98
O: 1.38 3.97 -5.58
C: -0.59 5.60 -4.94
H: -2.09 5.98 -3.42
H: -2.68 5.07 -4.83
H: -0.77 4.06 -2.66
H: -2.37 3.41 -3.04
H: -0.08 2.33 -4.09
H: -1.58 2.39 -5.06
H: -0.79 6.35 -5.71
H: 0.22 5.94 -4.28

Summary:
- E (hartree) = -3420.806809
- total charge = +1
- orbital gap (eV) = 6.5

Per-atom Mulliken charges, elementary charge units: -0.93 0.00 -0.18 0.32 -1.49 0.12 -0.49 -0.62 -0.85 0.00 -0.45 0.03 0.43 -0.63 -0.22 -0.30 -0.32 1.27 -0.96 -0.63 -0.52 0.22 0.39 0.24 0.30 0.29 -0.32 0.57 0.43 0.39 0.15 0.28 0.37 0.34 0.50 0.41 0.34 0.19 0.41 0.13 0.40 0.30 0.16 0.31 0.36 0.28 -0.59 -0.71 -0.12 1.10 -0.67 -0.59 -0.71 0.35 0.29 0.30 0.33 -0.12 0.36 0.40 0.33 -0.76 -0.17 -0.41 1.16 -0.66 -0.67 -0.73 0.37 0.34 0.27 0.00 0.14 0.35 0.42 0.35

---

Record 3
Density functional theory data (ωB97M-V/def2-TZVPD) for one molecule with the formula CH5N2PS.

Element x y z (Å)
C: 0.58 2.05 0.04
N: 0.73 0.89 0.82
N: 0.05 -0.11 0.47
S: 0.23 -1.55 1.24
P: -0.91 -2.71 -0.20
H: -0.26 2.77 0.37
H: 0.12 1.68 -0.86
H: 1.45 2.52 -0.07
H: 0.10 -3.80 -0.16
H: -1.65 -3.63 0.71

Summary:
- structure (SMILES) = C/N=N/SP
- E (hartree) = -890.053639
- energy relative to the best compared isomer or geometry (same formula, charge and spin) (kJ/mol) = 232.1
- orbital gap (eV) = 9.6

Per-atom Mulliken charges, elementary charge units: -0.66 -0.35 0.07 -0.02 -0.09 0.25 0.34 0.27 0.09 0.09

---

Record 4
Density functional theory data (ωB97M-V/def2-TZVPD) for C41H40N4O4PSc as an isolated structure.

Element x y z (Å)
Sc: 0.52 0.27 0.19
O: -3.75 -0.36 1.26
C: -2.49 -0.02 1.15
O: -1.79 -0.24 0.17
C: -1.89 0.64 2.34
C: -2.57 1.01 3.50
C: -1.83 1.60 4.53
C: -0.47 1.81 4.37
C: 0.13 1.41 3.17
N: -0.58 0.84 2.18
C: 1.55 1.49 2.78
O: 2.47 2.04 3.55
O: 1.88 1.04 1.68
H: -4.11 -0.79 0.46
H: -3.63 0.83 3.60
H: -2.32 1.89 5.44
H: 0.10 2.25 5.17
H: 2.18 2.38 4.41
C: 3.58 0.23 -1.00
N: 2.40 1.08 -1.26
C: 2.84 2.47 -1.23
C: 1.82 0.71 -2.55
C: 2.06 1.35 -3.75
C: 1.52 0.84 -4.93
C: 0.71 -0.28 -4.90
C: 0.45 -0.93 -3.71
C: 1.02 -0.45 -2.53
N: 0.86 -1.07 -1.28
C: 1.27 -2.36 -1.12
C: 1.88 -3.13 -2.12
C: 2.26 -4.43 -1.87
C: 2.05 -4.99 -0.62
C: 1.49 -4.23 0.40
C: 1.12 -2.92 0.17
N: 0.57 -2.06 1.22
C: -0.68 -2.67 1.69
C: 1.54 -1.99 2.33
H: 4.39 0.46 -1.71
H: 3.34 -0.83 -1.10
H: 3.94 0.41 0.01
H: 2.02 3.13 -1.53
H: 3.69 2.65 -1.89
H: 3.15 2.72 -0.21
H: 2.69 2.22 -3.81
H: 1.76 1.31 -5.86
H: 0.27 -0.66 -5.81
H: -0.20 -1.79 -3.66
H: 2.08 -2.70 -3.09
H: 2.73 -5.01 -2.65
H: 2.34 -6.01 -0.42
H: 1.35 -4.68 1.37
H: -0.50 -3.65 2.14
H: -1.36 -2.80 0.85
H: -1.15 -2.04 2.45
H: 1.72 -2.97 2.77
H: 1.14 -1.34 3.11
H: 2.49 -1.59 1.97
C: -1.13 3.06 -5.19
C: -1.61 1.94 -4.53
C: -1.44 1.81 -3.16
C: -0.83 2.83 -2.43
C: -0.29 3.92 -3.11
C: -0.45 4.03 -4.48
P: -0.71 2.63 -0.61
C: -0.10 4.27 -0.08
C: 0.99 4.35 0.78
C: 1.48 5.58 1.19
C: 0.88 6.74 0.73
C: -0.23 6.67 -0.11
C: -0.72 5.44 -0.51
C: -2.44 2.80 -0.01
C: -3.52 2.14 -0.61
C: -4.79 2.25 -0.08
C: -5.02 3.03 1.04
C: -3.96 3.69 1.63
C: -2.68 3.56 1.13
H: -1.26 3.16 -6.25
H: -2.13 1.17 -5.08
H: -1.76 0.91 -2.66
H: 0.25 4.70 -2.58
H: -0.04 4.89 -4.99
H: 1.46 3.43 1.12
H: 2.33 5.63 1.85
H: 1.27 7.70 1.02
H: -0.69 7.57 -0.46
H: -1.59 5.39 -1.16
H: -3.36 1.54 -1.49
H: -5.61 1.73 -0.56
H: -6.02 3.12 1.45
H: -4.14 4.32 2.49
H: -1.87 4.08 1.61

Summary:
- E (hartree) = -3208.137816
- energy relative to the best compared isomer or geometry (same formula, charge and spin) (kJ/mol) = 20.0
- total charge = +2
- orbital gap (eV) = 4.8

Per-atom Mulliken charges, elementary charge units: -1.19 -0.46 0.39 -0.14 -0.10 -1.08 -1.19 -1.10 1.12 1.50 0.10 -0.43 -0.17 0.54 0.70 0.52 0.44 0.33 -1.16 1.69 -1.56 0.44 -0.56 -0.91 -1.09 0.36 -0.70 0.70 0.74 -0.96 -0.94 -1.06 -0.61 -0.13 1.89 -1.42 -1.23 0.45 0.23 0.29 0.54 0.43 0.23 0.44 0.50 0.52 0.57 0.48 0.45 0.45 0.39 0.54 0.31 0.29 0.58 0.20 0.30 -0.89 -1.10 -0.44 1.21 -0.75 -0.99 2.54 -0.20 0.19 -1.17 -0.77 -0.99 -0.32 0.54 -0.52 -0.61 -0.75 -1.00 -0.35 0.46 0.53 0.31 0.43 0.49 0.19 0.52 0.46 0.48 0.64 0.34 0.55 0.47 0.50 0.59